# C3H2OS

A 2-piece molecular cluster, C3H2OS overall in a non-equilibrium geometry (ωB97M-V with the def2-TZVPD basis set, the Open Molecules 2025 dataset).

Values from the calculation:
Frontier orbital gap (spin up / spin down) = 7.497 / 6.039 eV
E_tot = -16017.568 eV
Energy above the lowest of the compared OMol25 structures with the same formula, charge and spin = 155.6 kcal per mole
F_max = 0.0625 Eh/bohr

Geometry as XYZ:
```
7
Properties=species:S:1:pos:R:3:forces:R:3:mulliken_charge:R:1
C -0.115827 -0.642537 0.017267 -1.290 -2.169 -1.991 -0.143
C -0.612572 0.571259 0.023133 -1.568 0.883 0.383 -0.063
C -1.561930 -0.483931 -0.042887 2.505 0.130 0.947 0.028
O -2.938104 1.864637 -0.007803 -0.307 -0.524 0.003 -0.267
S -3.048135 -1.078948 0.002496 -0.563 0.590 -0.227 -0.293
H 0.524197 -1.467855 -0.346053 0.320 1.051 1.003 0.338
H -0.689184 1.643839 0.088838 0.903 0.039 -0.119 0.400
```
Positions in Å, forces in eV/Å.